[1]
Entry from the Open Molecules 2025 dataset: a structure of composition C14H10BrN5PdS3 (ωB97M-V/def2-TZVPD).

Values from the calculation:
E (eV): -128158.4487
Highest occupied orbital energy (spin up / spin down) (eV): 0.292 / 0.207
Frontier orbital gap (spin up / spin down) (eV): 4.030 / 4.114
Lowest unoccupied orbital energy (spin up / spin down) (eV): 4.32 / 4.32
Total charge: -2

Each line ends with the Löwdin charge.
Cartesian coordinates (Å):
Pd 0.410 -0.233 -0.184  0.022
C 0.738 2.655 -4.735  -0.068
C -0.165 1.795 -3.897  -0.274
C -1.554 1.790 -4.072  -0.073
C -2.308 0.959 -3.262  -0.151
C -1.667 0.206 -2.297  -0.764
Br -2.709 -0.948 -1.208  0.683
N -0.350 0.231 -2.052  -0.128
C 0.373 0.998 -2.910  -0.111
H 0.289 2.869 -5.708  0.065
H 1.698 2.167 -4.890  0.066
H 0.939 3.609 -4.242  0.075
H -2.023 2.396 -4.837  0.093
H -3.381 0.881 -3.367  0.082
H 1.444 0.954 -2.766  0.061
S 0.060 0.751 2.098  0.388
C 0.541 -0.758 2.771  -1.248
S 0.903 -2.021 1.672  0.394
C 0.646 -0.942 4.164  -0.447
C 1.034 -2.169 4.737  -0.327
N 1.370 -3.148 5.256  0.079
C 0.365 0.081 5.093  -0.326
N 0.145 0.875 5.907  0.077
S 2.694 0.696 -0.353  0.666
C 3.150 2.027 -1.179  -0.854
N 3.116 3.282 -0.489  0.027
C 3.611 4.426 -0.999  -0.132
C 4.041 4.462 -2.287  -0.110
C 3.869 3.240 -3.021  -0.195
N 3.439 2.115 -2.532  0.030
H 2.833 3.217 0.477  0.122
H 3.615 5.284 -0.338  0.114
H 4.426 5.360 -2.743  0.070
H 4.102 3.248 -4.085  0.092


[2]
Entry from the Open Molecules 2025 dataset: an isolated molecule of C14H10ClFN2O3S3 (ωB97M-V/def2-TZVPD).

Values from the calculation:
SMILES string: CN1c2ccsc2C(=O)[C@H](C(=S)Nc2ccc(F)c(Cl)c2)S1(=O)=O
E (eV): -71546.4697
Highest occupied orbital energy (eV): -8.902
Frontier orbital gap (eV): 8.169
Lowest unoccupied orbital energy (eV): -0.73

Each line ends with the Löwdin charge.
Cartesian coordinates (Å):
C 3.461 0.627 0.083  -0.066
N 2.578 0.692 -1.071  -0.194
C 2.267 1.862 -1.717  -0.302
C 3.075 3.052 -1.930  -0.117
C 2.459 4.036 -2.630  -0.386
S 0.849 3.590 -3.148  1.050
C 1.053 1.999 -2.363  -0.374
C -0.029 0.955 -2.292  -0.417
O -1.089 1.237 -2.806  0.088
C 0.043 -0.339 -1.543  -0.318
C -0.580 -0.322 -0.171  -0.628
S -0.173 0.896 0.939  0.762
N -1.544 -1.349 0.071  0.073
C -2.240 -1.508 1.247  -0.298
C -3.606 -1.796 1.166  -0.007
C -4.379 -2.027 2.322  0.005
C -3.805 -1.972 3.607  -0.262
F -4.545 -2.108 4.748  0.043
C -2.407 -1.747 3.668  -0.569
Cl -1.611 -1.757 5.221  0.693
C -1.653 -1.505 2.512  -0.068
S 1.747 -0.747 -1.485  0.727
O 2.038 -1.853 -0.544  -0.287
O 2.144 -1.174 -2.815  -0.265
H 4.393 0.089 -0.192  0.106
H 2.987 0.090 0.899  0.074
H 3.767 1.600 0.426  0.087
H 4.085 3.132 -1.530  0.112
H 3.017 4.941 -2.952  0.093
H -0.459 -1.096 -2.145  0.153
H -1.743 -2.010 -0.651  0.146
H -4.103 -1.905 0.206  0.117
H -5.431 -2.288 2.186  0.121
H -0.565 -1.295 2.685  0.108


[3]
Entry from the Open Molecules 2025 dataset: a structure of composition C14H10ClIN3O6Pt (ωB97M-V/def2-TZVPD).

Values from the calculation:
E (eV): -55299.6302
Highest occupied orbital energy (eV): -12.668
Frontier orbital gap (eV): 8.043
Lowest unoccupied orbital energy (eV): -4.62
Total charge: +1

Each line ends with the Löwdin charge.
Cartesian coordinates (Å):
Pt -0.701 -1.960 -1.309  1.035
O 0.760 -2.574 4.401  0.152
C 1.343 -1.457 3.983  -0.487
O 2.023 -0.783 4.703  0.111
C 1.111 -1.050 2.555  -0.023
C 1.639 0.091 1.974  -0.562
Cl 2.708 1.237 2.599  0.872
N 1.218 0.157 0.681  -0.052
N 0.435 -0.897 0.408  0.025
C 0.374 -1.629 1.502  -0.132
C -0.396 -2.897 1.355  -0.488
O -0.645 -3.624 2.287  0.135
O -0.825 -3.221 0.136  -0.201
C 1.444 1.165 -0.313  -0.219
C 1.869 0.770 -1.572  -0.060
C 2.076 1.731 -2.549  -0.079
C 1.859 3.073 -2.264  -0.063
C 1.421 3.453 -1.002  -0.057
C 1.207 2.499 -0.018  -0.037
H 0.231 -3.013 3.702  0.074
H 2.065 -0.275 -1.768  0.108
H 2.426 1.434 -3.530  0.115
H 2.045 3.824 -3.020  0.115
H 1.245 4.497 -0.780  0.116
H 0.859 2.788 0.965  0.111
N -4.196 0.189 0.133  0.233
C -3.044 -0.035 -0.484  -0.589
O -2.321 -0.990 -0.175  -0.131
C -2.604 0.956 -1.529  -0.458
I -1.509 -0.034 -3.044  1.171
H -4.484 -0.441 0.868  0.149
H -4.790 0.968 -0.092  0.134
H -1.919 1.673 -1.079  0.072
H -3.422 1.478 -2.016  0.069
O 0.473 -3.922 -3.215  0.185
C 0.029 -3.180 -2.495  -0.340


[4]
Entry from the Open Molecules 2025 dataset: a structure of composition C14H10CuF6N4O5S2 (ωB97M-V/def2-TZVPD).

Values from the calculation:
E (eV): -113495.2106
Highest occupied orbital energy (eV): -4.062
Frontier orbital gap (eV): 6.917
Lowest unoccupied orbital energy (eV): 2.85
Total charge: -1

Each line ends with the Löwdin charge.
Cartesian coordinates (Å):
Cu -0.689 -0.110 0.149  0.355
O -3.002 2.762 1.887  -0.057
C -2.323 1.726 1.630  -0.541
N -2.255 1.123 0.472  -0.035
C -2.875 1.774 -0.683  -0.153
C -2.483 0.930 -1.912  -0.226
C -3.175 1.077 -3.119  -0.055
C -2.879 0.302 -4.199  -0.091
C -1.799 -0.587 -4.107  -0.066
C -1.108 -0.587 -2.916  -0.108
N -1.422 0.117 -1.814  0.075
C -1.512 1.143 2.718  -0.210
C -1.633 1.623 3.997  0.002
C -0.850 0.943 4.967  -0.081
C -0.035 -0.117 4.657  -0.070
C 0.092 -0.448 3.274  -0.091
N -0.611 0.215 2.364  0.081
H -2.567 2.885 -0.647  0.145
H -4.012 1.784 -0.574  0.130
H -4.069 1.744 -3.147  0.123
H -3.375 0.437 -5.195  0.117
H -1.494 -1.332 -4.842  0.105
H -0.236 -1.256 -2.800  0.103
H -2.285 2.524 4.218  0.136
H -0.916 1.252 6.046  0.112
H 0.547 -0.645 5.330  0.068
H 0.843 -1.187 2.876  0.125
F 3.928 1.948 0.424  0.128
C 3.935 0.651 0.116  -0.665
F 3.470 -0.007 1.164  0.138
F 5.210 0.248 -0.075  0.114
S 2.889 0.399 -1.428  0.612
O 1.563 0.823 -1.008  -0.301
O 3.598 1.037 -2.454  -0.256
N 3.041 -1.202 -1.601  -0.294
S 2.062 -2.228 -1.029  0.548
O 1.199 -1.734 0.023  -0.325
O 1.397 -3.024 -2.025  -0.296
C 3.236 -3.487 -0.326  -0.654
F 4.091 -2.945 0.529  0.132
F 3.925 -4.132 -1.296  0.112
F 2.579 -4.443 0.355  0.115


[5]
Entry from the Open Molecules 2025 dataset: an isolated molecule of C14H10N2O7S2 (ωB97M-V/def2-TZVPD).

Values from the calculation:
SMILES string: COC(=O)CN1C(=O)/C(=C/c2cc3c(cc2[N+](=O)[O-])OCO3)SC1=S
E (eV): -53658.7425
Highest occupied orbital energy (eV): -8.504
Frontier orbital gap (eV): 7.019
Lowest unoccupied orbital energy (eV): -1.49

Each line ends with the Löwdin charge.
Cartesian coordinates (Å):
C 4.225 4.241 3.484  -0.042
O 4.539 3.225 2.515  -0.038
C 3.470 2.641 1.895  -0.435
O 2.302 2.849 2.137  0.105
C 3.807 1.416 0.983  -0.026
N 2.614 0.596 0.645  -0.069
C 1.820 0.762 -0.500  -0.441
O 2.176 1.497 -1.454  0.076
C 0.708 -0.086 -0.571  -0.375
C -0.246 -0.230 -1.679  0.047
C -1.525 -0.988 -1.602  -0.140
C -2.388 -0.700 -0.533  0.037
C -3.571 -1.374 -0.388  -0.196
C -3.911 -2.364 -1.310  -0.195
C -3.079 -2.695 -2.368  0.103
C -1.876 -1.989 -2.589  -0.076
N -1.084 -2.342 -3.736  -0.323
O -1.678 -2.779 -4.735  0.075
O 0.150 -2.281 -3.647  0.085
O -5.106 -2.861 -0.948  0.052
C -5.546 -2.082 0.175  -0.103
O -4.513 -1.162 0.580  0.066
S 0.550 -1.005 0.932  1.025
C 2.057 -0.321 1.512  -1.053
S 2.622 -0.634 3.060  0.633
H 5.055 4.946 3.470  0.091
H 3.334 4.802 3.195  0.091
H 4.096 3.858 4.492  0.096
H 4.237 1.795 0.067  0.127
H 4.572 0.821 1.543  0.129
H 0.049 0.120 -2.672  0.125
H -2.126 0.066 0.193  0.136
H -3.444 -3.438 -3.045  0.129
H -5.858 -2.768 1.006  0.154
H -6.435 -1.538 -0.104  0.131


[6]
Entry from the Open Molecules 2025 dataset: an isolated molecule of C14H11BrN2O (ωB97M-V/def2-TZVPD).

Values from the calculation:
SMILES string: O=C(/C=C\Nc1ccccc1Br)c1ccccn1
E (eV): -89764.7038
Highest occupied orbital energy (eV): -7.858
Frontier orbital gap (eV): 7.675
Lowest unoccupied orbital energy (eV): -0.18

Each line ends with the Löwdin charge.
Cartesian coordinates (Å):
O 1.971 -1.454 -0.506  0.012
C 0.845 -1.640 -0.989  -0.322
C 0.493 -0.674 -2.061  -0.008
C 0.735 0.729 -1.952  -0.028
N 1.400 1.097 -0.764  0.025
C 0.983 2.255 -0.101  -0.310
C 0.511 3.297 -0.847  -0.041
C -0.038 4.442 -0.217  -0.056
C -0.112 4.453 1.204  -0.102
C 0.235 3.309 1.879  -0.158
C 0.762 2.210 1.261  -0.577
Br 1.470 0.747 2.287  0.781
C -0.106 -2.670 -0.428  -0.217
C 0.313 -3.571 0.537  -0.014
C -0.626 -4.293 1.267  -0.029
C -1.949 -4.125 0.822  -0.089
C -2.261 -3.264 -0.138  -0.149
N -1.388 -2.404 -0.722  0.138
H -0.091 -0.994 -2.922  0.090
H 0.275 1.380 -2.643  0.096
H 1.752 0.243 -0.243  0.060
H 0.598 3.421 -1.871  0.085
H -0.330 5.343 -0.823  0.117
H -0.588 5.368 1.651  0.117
H 0.140 3.404 2.962  0.108
H 1.404 -3.764 0.638  0.133
H -0.388 -5.007 2.076  0.120
H -2.747 -4.765 1.151  0.104
H -3.262 -3.075 -0.507  0.111


[7]
Entry from the Open Molecules 2025 dataset: a structure of composition C14H11F3N4O7ReS3 (ωB97M-V/def2-TZVPD).

Values from the calculation:
2S+1: 2
E (eV): -77775.8231
⟨S²⟩: 0.921
Highest occupied orbital energy (spin up / spin down) (eV): -8.803 / -8.889
Frontier orbital gap (spin up / spin down) (eV): 6.356 / 6.431
Lowest unoccupied orbital energy (spin up / spin down) (eV): -2.45 / -2.46

Each line ends with the Löwdin spin population.
Cartesian coordinates (Å):
Re -0.222 0.340 0.207  0.716
S -1.153 1.267 2.016  -0.023
C 0.310 1.888 2.747  -0.030
N 0.170 2.557 3.880  0.118
N 1.195 2.883 4.607  0.138
C 2.474 2.279 4.795  0.001
C 2.707 0.928 4.579  0.016
C 3.947 0.401 4.899  -0.002
C 4.949 1.210 5.423  0.019
C 4.698 2.554 5.650  -0.003
C 3.456 3.090 5.344  0.019
N 1.500 1.774 2.139  0.076
N 1.472 1.205 0.980  -0.141
C 2.768 1.176 0.356  -0.003
C 3.921 1.213 1.132  -0.020
C 5.156 1.180 0.510  0.003
C 5.244 1.122 -0.876  -0.024
C 4.088 1.105 -1.640  0.003
C 2.844 1.132 -1.029  -0.021
H 0.958 3.578 5.299  0.002
H 1.936 0.281 4.184  0.001
H 4.127 -0.652 4.735  0.000
H 5.916 0.788 5.661  0.001
H 5.466 3.192 6.066  -0.001
H 3.255 4.140 5.521  0.001
H 3.851 1.250 2.210  -0.001
H 6.054 1.194 1.114  0.001
H 6.213 1.091 -1.356  -0.001
H 4.145 1.064 -2.719  0.001
H 1.953 1.130 -1.633  0.000
O 1.774 -2.770 -0.673  0.005
S 0.492 -2.156 -0.693  0.002
O -0.650 -2.918 -1.060  0.001
O 0.547 -0.783 -1.417  -0.001
O 0.223 -1.470 0.754  0.111
F -1.324 -1.178 -3.495  0.000
C -1.296 0.134 -3.474  0.000
F -0.076 0.602 -3.671  0.000
F -2.093 0.605 -4.419  0.000
S -1.985 0.780 -1.822  0.006
O -2.084 -0.258 -0.759  0.010
O -3.191 1.431 -2.177  0.003
O -0.863 1.668 -1.253  0.021


[8]
Entry from the Open Molecules 2025 dataset: a structure of composition C14H11IrN10O4Se (ωB97M-V/def2-TZVPD).

Values from the calculation:
2S+1: 2
E (eV): -105967.8994
⟨S²⟩: 0.806
Highest occupied orbital energy (spin up / spin down) (eV): -5.707 / -5.695
Frontier orbital gap (spin up / spin down) (eV): 6.681 / 5.591
Lowest unoccupied orbital energy (spin up / spin down) (eV): 0.97 / -0.10
Total charge: -1

Each line ends with the Löwdin spin population.
Cartesian coordinates (Å):
Ir 0.834 -0.474 -1.074  0.217
N 3.279 2.390 -1.329  0.001
C 3.736 1.116 -1.413  0.000
N 5.015 0.782 -1.515  0.000
N 5.009 -0.537 -1.583  0.000
N 3.821 -1.008 -1.514  -0.001
N 2.961 -0.006 -1.411  -0.001
C 1.968 2.726 -1.447  0.001
N 1.524 3.979 -1.536  0.000
N 0.218 3.866 -1.645  0.000
N -0.138 2.632 -1.627  0.000
N 0.938 1.858 -1.508  0.014
H 3.952 3.143 -1.341  0.000
N -1.431 0.296 -1.090  0.004
C -2.330 0.181 -0.004  0.001
C -3.683 0.399 -0.251  0.001
C -4.613 0.338 0.766  -0.002
C -4.192 0.053 2.055  0.001
C -2.860 -0.209 2.304  -0.003
C -1.905 -0.164 1.285  0.012
C -0.506 -0.493 1.587  0.054
C -0.215 -1.542 2.463  0.027
C 1.086 -1.840 2.822  -0.006
C 2.139 -1.052 2.377  0.026
C 1.881 -0.003 1.509  0.088
C 0.583 0.192 1.020  0.501
H -1.278 1.277 -1.376  0.000
H -1.787 -0.248 -1.878  0.000
H -3.996 0.635 -1.258  0.000
H -5.658 0.520 0.556  0.000
H -4.907 0.038 2.864  0.000
H -2.544 -0.435 3.314  0.000
H -1.026 -2.144 2.849  0.004
H 1.279 -2.672 3.485  0.000
H 3.156 -1.239 2.695  0.004
H 2.693 0.655 1.225  0.009
O -0.281 -4.045 -2.786  0.005
Se -0.630 -2.669 -2.103  0.000
O -0.007 -1.361 -2.930  0.037
O 0.111 -2.497 -0.621  0.007
O -2.199 -2.442 -1.940  -0.002